Entry from OMol25: an isolated molecule of C6H10O4 (ωB97M-V/def2-TZVPD).

Bonds (Å) are listed after each position.
Positions of all 20 atoms, in Å:
1 C 1.71241 -1.49398 0.39935  O2 1.466, H11 1.124, H12 1.138, H13 1.076
2 O 0.40129 -1.16695 0.96674  C1 1.466, C3 1.452
3 C -0.04542 0.14067 0.52235  O2 1.452, C4 1.540, O6 1.489, C9 1.562
4 C 0.47195 1.22293 1.48875  C3 1.540, O5 1.466, H14 1.093, H15 1.089
5 O 1.53528 2.03021 0.88198  C4 1.466, H16 1.019
6 O 0.39803 0.40294 -0.87459  C3 1.489, C7 1.478
7 C -0.77180 0.26691 -1.76733  O6 1.478, C8 1.581, H17 1.067, H18 1.110
8 C -1.94950 -0.47793 -1.02021  C7 1.581, C9 1.554, H19 1.133, H20 1.072
9 C -1.60049 0.07062 0.39085  C3 1.562, C8 1.554, O10 1.244
10 O -2.47840 0.34228 1.22955  C9 1.244
11 H 2.44321 -0.66181 0.58972  C1 1.124
12 H 2.24235 -2.32779 0.96353  C1 1.138
13 H 1.61878 -1.77755 -0.63469  C1 1.076
14 H -0.42332 1.75122 1.82678  C4 1.093
15 H 0.95281 0.73514 2.33555  C4 1.089
16 H 1.68842 1.82190 -0.10369  O5 1.019
17 H -1.18669 1.18174 -2.12634  C7 1.067
18 H -0.47621 -0.19209 -2.73434  C7 1.110
19 H -1.56630 -1.54373 -1.00944  C8 1.133
20 H -2.96639 -0.32472 -1.32453  C8 1.072

Summary:
Frontier orbital gap = 10.30 eV
SMILES string = CO[C@@]1(CO)OCCC1=O
E = -14571.7115 eV
Total charge = 0
Max |F| = 4.395 eV/Å
HOMO energy = -0.364 hartree
Spin multiplicity = 1